[1]
C20H33ClN2O4 | wB97M-V/def2-TZVPD

For the energy above the lowest of the compared OMol25 structures with the same formula, charge and spin, the calculation gives 1.3 kcal/mol. The value obtained for the HOMO energy is -9.27 eV. Its SMILES is CN(CC1(O)CN(C(=O)C[C@@H]2C[C@@H](O)C2(C)C)C1)C(=O)C1(Cl)CCCCC1.

Last column: Löwdin charge in e.
Geometry (Å):
H1 0.3218 2.1350 1.7653  0.0841
C1 0.2796 0.3412 -2.8544  -0.0440
C2 0.0750 -2.2289 2.5366  -0.1981
H2 4.6668 3.6533 0.4593  0.0879
C3 -2.9928 -2.7953 -2.4497  -0.0235
H3 -3.1874 -2.7937 2.2927  0.1307
C4 -2.7542 -1.9726 -0.2078  -0.4571
H4 1.1316 -0.0257 -2.2759  0.1206
H5 0.6227 0.6611 -3.8444  0.1311
H6 -2.3597 1.0999 -3.3476  0.1351
H7 -2.5032 0.5175 -1.6675  0.1046
H8 0.9801 3.7097 1.2743  0.1233
N1 -2.1476 -2.2167 -1.4109  -0.0675
H9 3.0793 4.3993 0.2773  0.0882
N2 -0.5722 1.3156 -2.1884  -0.0305
C5 -0.8801 -1.6553 -1.8375  -0.1104
H10 -3.5804 -2.0377 -2.9724  0.0978
O1 -1.2820 3.2510 -1.2914  0.0721
Cl1 -1.4592 0.1224 0.9154  0.7981
H11 1.7043 2.5700 -2.2329  0.1217
H12 -1.3785 -0.5190 -4.8215  0.1051
C6 -0.3594 2.5295 -1.6242  -0.4654
C7 -2.8082 -1.7678 2.2825  -0.2042
H13 3.8624 3.6429 -1.1119  0.0861
H14 -2.3534 -3.2930 -3.1759  0.0910
C8 -1.9084 -1.6425 1.0485  -0.6242
C9 -0.8441 -2.3648 3.7451  -0.2004
H15 -0.3048 -2.1106 4.6597  0.1095
H16 3.5089 0.1079 0.2161  0.0786
H17 -0.3993 -1.1834 -0.9891  0.0741
O2 2.4591 0.9789 2.4146  -0.0224
H18 4.9409 1.1390 0.3828  0.0856
H19 -2.7627 -1.6258 4.4189  0.1121
C10 3.6977 3.5559 -0.0356  -0.0387
H20 0.0182 -2.4507 0.3957  0.0968
C11 -1.8223 0.6435 -2.5096  -0.0322
H21 0.4908 -1.2180 2.4961  0.0945
H22 -1.1622 -3.4092 3.8420  0.1147
C12 -0.9685 -0.5845 -2.9209  -0.4359
C13 2.5423 2.2515 1.7935  -0.3033
H23 -1.0385 -3.5543 1.2465  0.1380
H24 4.0993 1.0504 -1.1607  0.0859
H25 -0.2256 -2.4490 -2.2147  0.1477
H26 3.0446 2.9709 2.4491  0.1468
H27 0.9204 -2.9160 2.6187  0.1126
C14 -0.6682 -2.5223 1.2346  -0.1769
C15 1.0975 2.8538 -1.3669  -0.0574
H28 3.3464 0.6947 2.6557  0.0945
C16 3.9514 1.0607 -0.0773  -0.0340
C17 1.1516 2.6335 1.2687  -0.0610
H29 1.1732 3.9325 -1.2342  0.1251
H30 -3.6767 -3.5048 -1.9931  0.0908
O3 -1.2401 -1.1995 -4.1544  0.0123
C18 1.5731 2.1147 -0.1223  -0.2457
H31 -3.6734 -1.1205 2.1575  0.1158
O4 -3.9521 -2.1500 -0.0766  0.0703
H32 -1.7707 -0.4258 3.6125  0.0963
C19 -2.0725 -1.4755 3.5864  -0.2055
C20 3.0599 2.2207 0.3213  -0.4642
H33 1.3099 1.0557 -0.1976  0.1228

Forces on atoms 1 to 2 (eV/Å):
0.00 0.01 -0.01
0.01 -0.06 0.04


[2]
C20H33F5IN3O7P | wB97M-V/def2-TZVPD

The value obtained for the HOMO energy is -11.99 eV. The total charge is +1.

Last column: Löwdin charge in e.
Geometry (Å):
F1 1.6371 0.9855 -2.1050  0.1217
P1 -1.1643 0.3491 2.9047  0.5314
H1 -1.1792 4.4414 1.6721  0.1408
C1 0.4711 -1.0097 -1.5882  -0.0859
C2 -6.4143 2.0050 1.0125  -0.0760
O1 0.2067 -0.2162 2.8663  -0.3182
F2 -1.2336 -5.2179 -3.6809  0.1280
H2 -6.9270 2.9245 0.7261  0.0845
C3 2.6701 -7.1366 -3.0777  -0.3143
O2 4.5810 2.8789 -0.5665  0.1448
H3 -3.2116 -0.2845 2.4245  0.0577
H4 4.5882 0.6666 0.8758  0.0965
C4 1.2936 -1.8186 -0.6755  -0.0085
O3 1.4455 -7.1057 -2.3450  -0.1077
H5 -1.9775 2.6391 2.5877  0.1184
H6 1.9694 -3.8782 -0.0622  0.1128
H7 2.0594 -8.7648 -4.3520  0.0797
C5 1.9226 3.7014 -0.8259  -0.1388
C6 -1.1795 -3.8593 -3.8032  -0.4915
H8 0.5475 4.6529 1.2412  0.1040
N1 0.4780 3.2650 -0.8374  0.1090
C7 -0.3201 -1.7478 -2.5791  0.0553
F3 -0.6656 0.9369 -2.2991  0.0763
N2 0.2315 1.0308 -0.1851  0.2525
F4 -2.4246 -3.2840 -3.8800  0.1138
H9 -2.0097 1.7480 1.0333  0.1119
H10 2.6120 -6.3761 -3.8574  0.1138
O4 2.5514 3.3831 0.4185  -0.0439
H11 -2.5763 0.3981 4.5505  0.0851
C8 -0.1469 4.0101 1.8440  -0.2179
C9 0.2350 4.3280 3.3731  -0.6720
H12 -0.1236 4.0877 -0.7627  0.1394
O5 -1.6331 0.6570 4.4792  -0.1737
C10 -4.9160 2.1426 0.8351  -0.3012
N3 -0.0544 2.5583 1.5242  -0.0805
H13 1.9254 4.8242 -0.9387  0.1557
H14 4.4561 1.8762 2.2408  0.0948
H15 -6.6573 1.7752 2.0517  0.0832
H16 2.9514 1.1295 1.6263  0.0557
H17 2.2129 5.1772 3.0044  0.0544
F5 -0.5618 -3.6064 -5.0204  0.0969
H18 -4.5954 0.2289 0.6551  0.1069
C11 1.2219 5.5891 3.3585  -0.1864
C12 3.9713 1.4942 1.2981  0.0179
C13 -0.3049 -3.2053 -2.6832  -0.0592
H19 -4.5303 2.9500 1.4604  0.1096
H20 1.9253 -1.3090 0.0959  0.1107
H21 3.8179 -8.5388 -4.2561  0.0777
C14 0.4524 0.5590 -1.5478  -0.4067
H22 1.3754 6.0214 4.3775  0.0818
I1 1.3807 2.7183 4.2997  0.9687
O6 -4.2535 0.9335 1.2214  -0.1285
H23 -4.6661 2.3622 -0.2073  0.1162
C15 0.5391 -3.9976 -1.7783  0.0337
O7 -2.3240 -0.7200 2.2798  -0.1713
C16 2.8865 -8.5071 -3.6877  -0.0893
H24 2.4323 3.2873 -1.7279  0.1377
C17 0.2161 2.3075 0.1775  -0.2467
H25 -6.8014 1.1836 0.4045  0.0817
H26 0.0808 0.3015 0.5323  0.1401
C18 -1.3714 1.9469 1.9441  -0.1701
H27 1.5039 -7.7730 -1.6509  0.0887
H28 0.9192 6.3541 2.5891  0.0844
H29 2.9237 -9.2749 -2.9104  0.0747
H30 -0.9663 -1.2044 -3.3093  0.1286
H31 0.5841 -5.1098 -1.8621  0.0953
H32 3.4916 -6.8770 -2.4022  0.1087
C19 1.3259 -3.2862 -0.7593  -0.0229
C20 3.7423 2.6571 0.2553  -0.4550
H33 -0.6462 4.6420 3.9832  0.0850

Forces on atoms 1 to 2 (eV/Å):
-1.61 0.51 0.74
-0.43 -1.89 1.27


[3]
C20H33N3O3S | wB97M-V/def2-TZVPD

For the energy above the lowest of the compared OMol25 structures with the same formula, charge and spin, the calculation gives 10.6 kcal/mol. The value obtained for the HOMO energy is -8.55 eV. Its SMILES is CCCN1C[C@@H](NS(=O)(=O)N(CC)CC)C[C@@H]2Cc3c(O)cccc3C[C@H]21.

Last column: Löwdin charge in e.
Geometry (Å):
O1 -3.5836 1.0928 -1.9099  -0.2659
H1 4.6904 -1.8021 1.7061  0.1101
H2 0.1499 -3.2387 -1.7629  0.1273
H3 -5.7183 3.0120 0.5852  0.0804
H4 6.7335 -0.5007 2.1488  0.1025
H5 -1.3904 0.9861 -2.6704  0.1368
H6 -5.6761 0.4788 2.2650  0.0703
C1 -4.8346 -0.2052 2.2010  -0.0705
N1 0.4012 -1.3022 -0.9454  -0.1292
H7 -1.2839 -5.0231 -0.7163  0.0713
C2 -0.4170 -0.8545 -2.0587  -0.1408
C3 5.1582 1.6444 0.0760  -0.2655
C4 3.9897 0.9160 -0.1727  -0.1013
H8 -1.0150 0.2481 0.0753  0.0983
O2 5.2892 2.8622 -0.5270  0.0576
C5 1.7286 -0.6933 -0.9957  -0.2600
O3 -3.3048 -0.9359 -0.5542  -0.2803
C6 3.8282 -0.3295 0.4136  -0.1600
S1 -3.0818 0.4696 -0.7281  0.6073
C7 2.9460 1.4923 -1.0797  -0.0919
H9 2.2403 -0.9329 -1.9491  0.1690
H10 2.8750 2.5675 -0.9032  0.1278
C8 0.5880 1.4078 -1.8944  -0.1037
C9 -0.8254 -3.1067 0.1660  -0.2368
H11 3.2713 1.3639 -2.1175  0.1373
H12 -1.3568 -1.4081 -2.0498  0.1148
H13 -3.4836 2.9396 -0.5002  0.1050
C10 2.5983 -1.1627 0.1755  -0.0853
C11 1.5826 0.8346 -0.8854  -0.2588
H14 0.4004 2.4583 -1.6699  0.1257
H15 -2.6974 3.0165 1.0917  0.1203
H16 7.0393 1.7106 1.0963  0.1096
H17 1.2449 -3.1481 -0.3870  0.1052
C12 6.1411 1.1363 0.9104  -0.0322
C13 -1.0263 -4.6138 0.2579  -0.1092
H18 -2.7318 -0.1618 1.7761  0.1052
C14 -4.8393 3.3519 1.1247  -0.0719
C15 -0.7245 0.6303 -1.8800  -0.3412
C16 -3.5949 2.6817 0.5530  -0.2725
C17 0.3157 -2.7493 -0.7913  -0.1957
H19 -0.5857 -2.7076 1.1544  0.1084
H20 6.1296 3.2578 -0.2673  0.1080
C18 5.9675 -0.1045 1.4994  -0.0860
N2 -3.7019 1.2411 0.5846  -0.2665
H21 1.9822 -1.1519 1.0802  0.1393
H22 1.0079 1.3424 -2.9007  0.1266
H23 2.9315 -2.1907 0.0192  0.1128
H24 -0.1184 -5.1040 0.6060  0.0698
C19 4.8219 -0.8316 1.2503  -0.0519
H25 -1.7490 -2.6305 -0.1666  0.0791
H26 -1.8313 -4.8478 0.9496  0.0685
H27 1.2202 1.0574 0.1229  0.1563
H28 -4.7193 -0.7207 3.1513  0.0738
C20 -3.5577 0.5514 1.8533  -0.2590
H29 -3.3148 1.2817 2.6297  0.1218
H30 0.0831 -1.0216 -3.0302  0.1379
N3 -1.4433 0.8380 -0.6300  -0.0570
H31 -5.0329 -0.9333 1.4201  0.0684
H32 -4.7562 4.4307 1.0219  0.0734
H33 -4.9602 3.1108 2.1779  0.0669

Forces on atoms 1 to 2 (eV/Å):
0.09 0.25 -0.14
-0.02 -0.12 0.04


[4]
C20H33N3O4S | wB97M-V/def2-TZVPD

For the energy above the lowest of the compared OMol25 structures with the same formula, charge and spin, the calculation gives 43.4 kcal/mol. The value obtained for the HOMO energy is -8.54 eV. Its SMILES is CCN(CC)S(=O)(=O)c1ccc(N2CCOCC2)c(NC(=O)CC(C)(C)C)c1.

Last column: Löwdin charge in e.
Geometry (Å):
C1 -0.7147 3.2965 -1.7189  -0.0498
C2 0.5990 -1.4308 -1.4968  -0.1713
H1 -2.1891 -2.0178 -5.0500  0.1220
H2 -0.8686 1.3376 -4.6293  0.1183
H3 -2.6552 2.3516 0.9815  0.1326
H4 0.0968 -3.1680 2.0476  0.0644
C3 -0.7707 0.2565 -4.5203  -0.1796
C4 0.3362 -0.1075 -3.5060  -0.1223
H5 -0.4903 4.2491 -2.1941  0.0886
C5 -2.9065 4.2375 -0.9920  -0.0567
H6 -3.6013 4.3754 -0.1668  0.0843
H7 -0.6408 -3.8784 3.4886  0.0735
H8 -0.5829 5.2953 0.1028  0.0856
O1 3.6255 -3.4649 2.1977  -0.2901
H9 -1.1884 2.6525 -2.4577  0.0741
H10 -2.6747 1.6151 -0.6334  0.1248
C6 -0.0482 -3.0454 3.1180  -0.0642
H11 1.1517 -2.9879 4.9169  0.1237
H12 -0.1136 -2.5888 -4.1494  0.1232
C7 1.3012 -3.0115 3.8338  -0.2464
H13 -1.6097 4.5946 1.3546  0.0891
H14 -1.0379 0.3645 -1.3074  0.1309
H15 -2.6540 5.2170 -1.3914  0.0845
C8 -0.8758 1.3095 0.5060  -0.4483
H16 2.6426 -1.1610 5.3366  0.1228
C9 1.4517 -2.5232 -1.4389  0.0053
C10 1.2874 -0.7857 0.7262  0.0192
H17 0.2251 2.8481 -1.4040  0.0834
C11 0.4814 -0.5725 -0.3828  -0.1260
N1 -0.4876 0.4228 -0.4569  0.1519
H18 1.8719 -3.9100 3.5819  0.1058
H19 2.8831 -3.6003 -0.2335  0.1128
H20 1.2371 -0.1290 1.5759  0.0986
C12 -1.6412 3.5155 -0.5210  -0.5968
C13 2.2193 -2.7545 -0.3068  -0.0504
C14 1.0163 0.0475 4.5937  -0.0652
H21 1.2303 -0.4741 -4.0379  0.1297
H22 -2.9596 -1.8574 -3.4498  0.1238
O2 -2.0204 -0.2073 -4.0690  -0.1452
C15 -2.0603 2.1571 0.0875  -0.0625
O3 -0.3288 1.4196 1.5823  0.0710
O4 4.1380 -1.0540 2.2309  -0.2776
H23 0.6293 0.7600 -2.9130  0.1108
H24 0.6378 0.4543 3.6601  0.0490
H25 -0.0787 3.8290 0.9474  0.0780
H26 3.0668 -0.1554 3.9378  0.1044
C16 2.2820 -0.7759 4.3716  -0.2502
N2 2.0941 -1.8689 3.4470  -0.2678
H27 -1.0572 -3.0182 -2.7021  0.1304
C17 -0.7967 -2.2019 -3.3756  -0.1399
C18 -0.9323 4.3611 0.5366  -0.0451
S1 3.1602 -2.1038 2.2042  0.6803
C19 -2.0687 -1.6175 -4.0322  -0.1749
H28 -0.5462 -0.1745 -5.5066  0.1236
N3 -0.2051 -1.1228 -2.6164  -0.1365
C20 2.1401 -1.8707 0.7483  -0.2664
H29 1.5204 -3.1934 -2.2826  0.1157
H30 0.2382 -0.5583 5.0522  0.0683
H31 -0.5935 -2.1209 3.2867  0.0692
H32 -3.4081 3.6691 -1.7725  0.0834
H33 1.2434 0.8754 5.2607  0.0765

Forces on atoms 1 to 2 (eV/Å):
-0.08 0.14 0.22
0.08 -0.02 0.13


no.,LUMO energy (Ha)
1,0.0167
2,-0.1390
3,0.0250
4,0.0205